ORCA calculation (ωB97M-V/def2-TZVPD) on a 8-piece molecular cluster, C31H62O22 overall in a non-equilibrium geometry.

Each atom is followed by the atoms it is bonded to, with distances in Å.
CARTESIAN COORDINATES (ANGSTROEM)
1 H 1.4546 10.2452 1.7393  C30 1.088
2 C -8.1655 0.1549 1.9324  H62 1.095, H80 1.104, H82 1.057, C103 1.515
3 H 3.4967 -4.8392 -3.4715  C12 1.098
4 H 3.8811 -3.4591 4.5485  C86 1.058
5 H 0.6374 -1.2250 -3.9095  C92 1.091
6 C -5.0686 1.1094 0.7724  O35 1.193, O39 1.333, O46 1.317
7 H 6.6588 -4.6630 4.1513  C91 1.080
8 H -0.0243 0.4502 -0.6829  C65 1.065
9 H 0.5330 3.3285 -1.0900  C114 1.075
10 H 1.4142 4.5915 3.8635  C38 1.074
11 C 0.8467 -5.1940 -1.8371  O20 1.356, O81 1.321, O95 1.228
12 C 2.5413 -5.3688 -3.5781  H3 1.098, H47 1.113, O81 1.438, H102 1.082
13 C -5.2191 -1.6846 -2.9349  O21 1.202, O50 1.326, O109 1.345
14 H -3.1160 -0.8453 0.1452  C64 1.088
15 O -0.3937 0.8967 -4.3041  C93 1.481, C97 1.354
16 O 1.5131 2.8093 2.8012  C38 1.443, C54 1.359
17 H 0.2188 0.9272 0.9783  C65 1.088
18 H -1.1316 -5.2614 2.2029  C63 1.102
19 H 5.2504 2.1657 2.2117  C112 1.068
20 O 0.7922 -5.5526 -0.5305  C11 1.356, C36 1.478
21 O -5.6556 -2.7959 -3.0743  C13 1.202
22 H 1.5262 1.4951 -4.6670  C93 1.106
23 H -4.1633 -2.9964 -0.8310  C72 1.083
24 C 4.6488 -3.0324 1.9823  O67 1.309, O77 1.324, O88 1.193
25 C 1.4169 8.2359 1.3333  C30 1.481, H56 1.090, H98 1.092, O111 1.468
26 H 6.0510 1.4591 -0.0109  C40 1.065
27 H -6.8810 -0.0275 -5.0627  C37 1.082
28 H -2.9415 -2.8703 -2.0869  C72 1.097
29 H 2.6806 -0.5944 1.6808  C90 1.107
30 C 0.9881 9.6107 0.9885  H1 1.088, C25 1.481, H32 1.093, H60 1.078
31 H -0.3338 -3.9491 0.1394  C36 1.107
32 H -0.0919 9.7775 1.0279  C30 1.093
33 O 3.2357 2.2276 1.5873  C54 1.367, C112 1.490
34 H 4.9795 0.3224 0.6764  C40 1.076
35 O -5.3675 1.6569 -0.2450  C6 1.193
36 C -0.4140 -5.0532 0.1621  O20 1.478, H31 1.107, C63 1.521, H115 1.077
37 C -6.5860 -0.9516 -4.5840  H27 1.082, H44 1.103, O50 1.430, H71 1.098
38 C 0.8946 3.6538 3.7939  H10 1.074, O16 1.443, H84 1.097, H89 1.060
39 O -5.8351 0.2274 1.4135  C6 1.333, C103 1.416
40 C 5.0423 1.3311 0.3069  H26 1.065, H34 1.076, H57 1.081, C112 1.505
41 H -3.2369 2.6913 -2.5973  C73 1.070
42 C 4.3512 -4.5042 -0.0453  H51 1.067, H58 1.062, O67 1.491, H108 1.069
43 H -1.8800 -0.9730 -1.1258  C64 1.110
44 H -6.0899 -1.6579 -5.2706  C37 1.103
45 H 2.0822 -2.3397 1.7540  C90 1.094
46 O -3.9617 1.2825 1.4650  C6 1.317, C105 1.471
47 H 2.6181 -6.3840 -4.0288  C12 1.113
48 H -2.0168 -2.2294 0.1727  C64 1.090
49 H 4.2531 -5.1832 4.3425  C86 1.101
50 O -5.6284 -0.6011 -3.5810  C13 1.326, C37 1.430
51 H 3.3272 -4.5041 -0.3443  C42 1.067
52 H -2.2320 1.5612 0.2972  C105 1.098
53 H -7.3297 0.7837 0.0517  C103 1.099
54 C 2.8533 2.9847 2.6598  O16 1.359, O33 1.367, O55 1.222
55 O 3.5354 3.6916 3.3858  C54 1.222
56 H 2.4925 8.1586 1.4911  C25 1.090
57 H 4.4020 1.4362 -0.5582  C40 1.081
58 H 4.5958 -5.3216 0.5875  C42 1.062
59 H 6.2303 -2.9639 4.5225  C91 1.097
60 H 1.3690 9.8786 0.0159  C30 1.078
61 H -7.0908 -0.9104 0.3368  C103 1.086
62 H -9.0914 -0.3227 1.5958  C2 1.095
63 C -0.3712 -5.7004 1.5374  H18 1.102, C36 1.521, H104 1.124, H113 1.085
64 C -2.5706 -1.5511 -0.4769  H14 1.088, H43 1.110, H48 1.090, C72 1.535
65 C 0.6663 0.4179 0.1273  H8 1.065, H17 1.088, C66 1.486, H83 1.120
66 C 0.9911 -1.0027 0.4209  C65 1.486, C90 1.560, O107 1.244
67 O 4.6038 -3.2314 0.6890  C24 1.309, C42 1.491
68 O 2.0085 5.6939 1.3897  C69 1.199
69 C 1.3016 6.0589 0.4925  O68 1.199, O96 1.366, O111 1.324
70 H 2.2506 -0.7838 -4.7102  C92 1.084
71 H -7.4908 -1.4137 -4.1676  C37 1.098
72 C -3.5585 -2.2922 -1.3886  H23 1.083, H28 1.097, C64 1.535, O109 1.406
73 C -3.5322 1.6996 -2.8699  H41 1.070, H79 1.095, O85 1.473, H110 1.075
74 H -3.4449 2.9104 0.2170  C105 1.100
75 H 1.2652 -0.8999 2.6041  C90 1.108
76 H -2.4730 2.7445 1.6866  C105 1.117
77 O 4.4151 -4.1329 2.6805  C24 1.324, C86 1.424
78 H 1.2658 3.4740 0.5504  C114 1.093
79 H -3.6582 1.0189 -2.0214  C73 1.095
80 H -7.8872 -0.3331 2.8829  C2 1.104
81 O 2.0430 -5.5792 -2.2457  C11 1.321, C12 1.438
82 H -8.3263 1.1785 2.1402  C2 1.057
83 H 1.6569 0.8843 -0.1096  C65 1.120
84 H 0.8427 3.1470 4.7658  C38 1.097
85 O -2.4915 1.1737 -3.7698  C73 1.473, C97 1.336
86 C 4.5444 -4.1494 4.0990  H4 1.058, H49 1.101, O77 1.424, C91 1.493
87 O -0.9241 1.7885 -2.2798  C97 1.195
88 O 4.8291 -1.9298 2.4011  C24 1.193
89 H -0.1112 3.8170 3.5023  C38 1.060
90 C 1.8126 -1.2797 1.7182  H29 1.107, H45 1.094, C66 1.560, H75 1.108
91 C 5.9353 -4.0152 4.6236  H7 1.080, H59 1.097, C86 1.493, H101 1.132
92 C 1.5330 -0.6016 -3.9190  H5 1.091, H70 1.084, C93 1.505, H100 1.074
93 C 1.0396 0.8200 -3.9381  O15 1.481, H22 1.106, C92 1.505, H94 1.061
94 H 1.1565 1.3334 -3.0171  C93 1.061
95 O -0.0796 -4.6864 -2.4627  C11 1.228
96 O 0.6151 5.2468 -0.3650  C69 1.366, C114 1.449
97 C -1.2378 1.3081 -3.3282  O15 1.354, O85 1.336, O87 1.195
98 H 0.9595 7.8638 2.2523  C25 1.092
99 H 2.1568 3.9752 -0.8987  C114 1.089
100 H 2.2164 -0.7462 -3.1033  C92 1.074
101 H 5.8078 -4.2880 5.7144  C91 1.132
102 H 1.7584 -4.8349 -4.1004  C12 1.082
103 C -7.1185 0.0501 0.8425  C2 1.515, O39 1.416, H53 1.099, H61 1.086
104 H 0.5794 -5.3132 1.9954  C63 1.124
105 C -2.9536 2.1665 0.8610  O46 1.471, H52 1.098, H74 1.100, H76 1.117
106 H 4.8564 3.3999 0.9769  C112 1.087
107 O 0.6267 -1.9105 -0.3469  C66 1.244
108 H 5.0075 -4.3287 -0.8704  C42 1.069
109 O -4.2412 -1.2897 -2.1004  C13 1.345, C72 1.406
110 H -4.4342 1.7142 -3.4536  C73 1.075
111 O 1.0856 7.3367 0.2206  C25 1.468, C69 1.324
112 C 4.6941 2.3829 1.3261  H19 1.068, O33 1.490, C40 1.505, H106 1.087
113 H -0.4170 -6.7832 1.4836  C63 1.085
114 C 1.1685 3.9099 -0.4472  H9 1.075, H78 1.093, O96 1.449, H99 1.089
115 H -1.2374 -5.3237 -0.4764  C36 1.077

## Properties
- multiplicity = 1
- molecular weight (g/mol) = 786.8
- HOMO (Ha) = -0.34642
- F_max (Eh/bohr) = 0.050
- frontier orbital gap (eV) = 10.1
- SMILES = CCOC(=O)OC.CCOC(=O)OC.CCOC(=O)OC.CCOC(=O)OC.CCOC(=O)OC.CCOC(=O)OC.CCOC(=O)OC.CC(C)=O